Computed, not measured: a molecular structure, C50H47CaF2N4O3P2S, with ωB97M-V/def2-TZVPD.

```
110
C50H47CaF2N4O3P2S | the Open Molecules 2025 dataset | ωB97M-V/def2-TZVPD
H 8.2554 17.5364 10.4169
C 10.7015 13.0282 14.3979
H 13.1589 18.0523 12.1858
H 13.6121 17.8811 17.4193
C 12.8509 11.6926 9.3588
C 10.7065 12.2531 16.6934
H 11.4116 13.5383 6.9251
H 11.7049 9.4985 9.0983
H 12.0196 17.2079 15.9453
H 17.1524 16.6729 17.2378
H 10.7783 11.7507 12.1429
C 12.0169 12.5426 8.6396
N 19.8090 10.9354 10.8108
C 13.9163 17.2591 14.8868
P 12.9119 11.2660 11.2112
H 16.8223 13.6410 17.0476
C 18.8203 11.1952 15.5186
H 11.1417 7.5182 13.5459
H 17.9687 16.6837 13.5126
H 13.9179 13.0357 17.3126
H 18.1693 16.2130 15.9539
H 14.9481 14.7513 11.2165
C 17.7584 12.7663 14.0112
H 12.3290 18.8394 15.2507
C 13.3782 12.5742 6.6950
S 20.7737 9.8974 11.5580
H 10.9995 12.8476 8.9394
C 10.5098 15.0849 12.3566
C 14.1896 11.5640 7.2571
C 11.6240 9.0467 10.0858
C 11.9338 9.7217 11.2103
H 14.6944 10.5328 9.0840
H 16.8125 16.5616 12.0756
C 14.6246 17.1507 13.6395
H 8.8324 12.8037 13.3189
C 11.3440 7.8725 12.5494
H 17.4401 18.0293 12.7168
C 12.5449 17.7299 15.1202
C 16.1298 16.9906 15.3557
C 11.4945 12.4675 11.6944
C 14.8173 10.0347 14.8766
C 9.9453 16.2481 10.3323
C 17.4073 16.9388 16.1942
C 11.3938 12.8204 15.6292
C 13.9638 17.3058 12.2663
C 16.4052 13.7098 10.1145
H 15.0603 11.1950 6.7307
H 9.2351 15.4460 14.0782
H 19.4866 10.4065 15.7546
N 20.3328 10.1509 13.1573
C 19.0764 11.5403 11.7236
H 15.9666 13.8666 9.1345
H 13.6203 12.8425 5.6653
H 11.1511 12.9084 10.7492
H 7.7171 16.9323 12.8677
F 12.9945 14.8352 17.4106
C 8.7487 12.0654 15.3439
H 11.2442 12.2092 17.6198
H 10.9929 7.1790 9.2318
C 9.3990 15.6891 13.0074
H 14.7271 16.7730 18.1386
C 10.7577 15.4194 11.0486
C 11.9251 9.1220 12.4393
H 10.6299 6.1405 11.5235
H 12.4696 13.0558 15.7129
C 17.4927 12.8683 10.1825
C 18.2308 11.9069 16.5713
C 14.1181 14.1184 17.0526
H 18.0080 17.8642 16.2769
C 14.1693 11.2502 14.2751
C 14.8443 17.1259 15.9235
C 9.3740 12.6992 14.2643
C 17.4242 12.9997 16.2836
C 17.9647 12.5049 11.4673
H 13.4472 16.3432 12.0568
C 14.0069 11.2128 8.5601
H 7.6880 11.6892 15.1977
H 12.2732 9.6695 13.3022
O 13.0256 11.1783 13.8020
H 14.2043 9.1808 15.1077
F 15.0147 14.4146 18.1360
C 9.4266 11.8278 16.5376
C 14.6165 17.5165 17.3842
H 14.7193 17.5262 11.4791
C 12.2654 12.9444 7.3567
N 17.2493 13.4074 15.0300
C 15.9893 17.0354 13.9357
Ca 14.8319 14.6360 14.6161
H 15.3712 10.3504 15.7560
H 15.6540 9.7418 14.2141
C 11.1390 7.7332 10.1671
H 10.2532 16.5838 9.3309
H 9.0179 11.3499 17.4274
C 8.8440 16.8094 11.0021
N 16.2877 13.8458 12.5189
C 17.1128 17.0763 12.9886
C 10.9639 7.1614 11.4169
H 15.2403 18.3156 17.7098
C 15.8252 14.1283 11.2949
H 17.9116 12.3470 9.3363
C 8.5666 16.5128 12.2858
P 11.6363 13.7200 13.0001
H 11.9493 17.5496 14.2363
C 18.6538 11.6543 14.2021
H 18.4114 11.6181 17.6087
O 14.9076 12.2503 14.3612
O 12.9754 14.3645 13.1104
C 17.3776 13.0896 12.6217
C 19.3665 11.0382 13.1011
H 11.5465 14.9891 10.5111
```

Properties
Net charge   -1
Frontier orbital gap   5.163 eV
Energy above the lowest of the compared OMol25 structures with the same formula, charge and spin   41.6 kcal/mol
E   -4336.64525 Ha

Atomic partial charges in e from the Löwdin method, atoms 1 to 99: number 1, H, carries 0.107; number 2, C, carries -0.280; number 3, H, carries 0.067; number 4, H, carries 0.051; number 5, C, carries -0.334; number 6, C, carries -0.080; number 7, H, carries 0.123; number 8, H, carries 0.098; number 9, H, carries 0.078; number 10, H, carries 0.070; number 11, H, carries 0.059; number 12, C, carries -0.143; number 13, N, carries -0.262; number 14, C, carries -0.315; number 15, P, carries 1.121; number 16, H, carries 0.137; number 17, C, carries 0.005; number 18, H, carries 0.098; number 19, H, carries 0.068; number 20, H, carries 0.047; number 21, H, carries 0.039; number 22, H, carries 0.100; number 23, C, carries -0.159; number 24, H, carries 0.092; number 25, C, carries -0.108; number 26, S, carries 0.944; number 27, H, carries 0.103; number 28, C, carries -0.218; number 29, C, carries -0.112; number 30, C, carries -0.106; number 31, C, carries -0.402; number 32, H, carries 0.099; number 33, H, carries 0.056; number 34, C, carries -0.295; number 35, H, carries 0.116; number 36, C, carries -0.077; number 37, H, carries 0.051; number 38, C, carries -0.077; number 39, C, carries -0.275; number 40, C, carries -0.354; number 41, C, carries 0.003; number 42, C, carries -0.071; number 43, C, carries -0.065; number 44, C, carries -0.036; number 45, C, carries -0.055; number 46, C, carries -0.046; number 47, H, carries 0.097; number 48, H, carries 0.119; number 49, H, carries 0.099; number 50, N, carries -0.197; number 51, C, carries -0.266; number 52, H, carries 0.108; number 53, H, carries 0.101; number 54, H, carries 0.009; number 55, H, carries 0.118; number 56, F, carries -0.116; number 57, C, carries -0.085; number 58, H, carries 0.107; number 59, H, carries 0.101; number 60, C, carries -0.066; number 61, H, carries 0.044; number 62, C, carries -0.138; number 63, C, carries -0.101; number 64, H, carries 0.091; number 65, H, carries 0.070; number 66, C, carries 0.003; number 67, C, carries -0.038; number 68, C, carries -0.397; number 69, H, carries 0.067; number 70, C, carries -0.719; number 71, C, carries -0.288; number 72, C, carries -0.118; number 73, C, carries -0.095; number 74, C, carries -0.060; number 75, H, carries 0.032; number 76, C, carries -0.112; number 77, H, carries 0.117; number 78, H, carries 0.069; number 79, O, carries -0.146; number 80, H, carries 0.064; number 81, F, carries -0.183; number 82, C, carries -0.102; number 83, C, carries -0.041; number 84, H, carries 0.072; number 85, C, carries -0.134; number 86, N, carries 0.082; number 87, C, carries -0.329; number 88, Ca, carries 1.311; number 89, H, carries 0.068; number 90, H, carries 0.086; number 91, C, carries -0.088; number 92, H, carries 0.112; number 93, H, carries 0.104; number 94, C, carries -0.108; number 95, N, carries 0.101; number 96, C, carries -0.059; number 97, C, carries -0.104; number 98, H, carries 0.060; number 99, C, carries -0.108